Below is one molecule with the formula CH2N4S at a distorted geometry, with properties calculated with wB97M-V/def2-TZVPD.

Element x y z (Å)
C  -0.126  -0.153  -0.105
H  -1.856  -1.438  -1.034
H  1.966  0.394  -0.631
N  -0.842  0.215  0.939
N  0.041  0.931  1.713
N  1.172  1.033  1.179
N  1.158  0.308  0.032
S  -0.629  -0.966  -1.547

E_LUMO in eV: 0.422
Orbital gap in Eh: 0.3775
Energy in eV: -17863.386
SMILES: Sc1nnn[nH]1